i | The following is a DFT calculation (ωB97M-V/def2-TZVPD) of a cluster of 2 separate species, C4H7N4 in total.

Results
* multiplicity: 1
* charge: +1
* HOMO: -14.87 eV
* molar mass: 111.13 g/mol

Geometry as XYZ:
```
15
C4H7N4, DFT ωB97M-V/def2-TZVPD
N -1.271 -4.159 0.245
N 1.123 -0.191 -2.146
N 1.301 -0.762 -1.107
N -1.031 -3.101 0.429
C 0.590 -1.039 1.236
C -0.092 0.604 -2.042
C 0.375 -0.565 -0.095
C -0.608 0.379 -0.627
H 0.168 -0.288 1.901
H -0.672 -0.002 -2.802
H -0.566 1.221 -0.054
H -0.408 -1.718 1.459
H -1.707 0.141 -0.770
H 1.509 -1.441 1.395
H -0.141 1.584 -2.437
```

Results of the Mulliken charge analysis, in e, for atoms 1 through 5:
1. N -0.34
2. N -0.33
3. N -0.10
4. N 0.27
5. C -0.99


ii | The following is a DFT calculation (ωB97M-V/def2-TZVPD) of the ion C4H7N4 with charge +1.

Results
* multiplicity: 1
* charge: +1
* HOMO (alpha / beta): -14.29 / -14.25 eV
* molar mass: 111.13 g/mol

Geometry as XYZ:
```
15
C4H7N4, DFT ωB97M-V/def2-TZVPD
N 1.505 -0.193 -0.889
N 2.126 -0.641 -1.701
N -1.204 1.083 -0.818
N -0.097 1.357 -0.518
C -0.894 -1.363 -0.158
C 0.811 0.463 -0.041
C 1.290 0.894 1.333
C -1.835 -0.352 -0.636
H -2.035 -0.564 -1.763
H 2.325 0.431 1.585
H 0.522 0.619 2.086
H -2.720 -0.180 0.002
H -0.184 -1.891 -0.709
H -1.005 -1.600 0.933
H 1.395 1.936 1.293
```

Results of the Mulliken charge analysis, in e, for atoms 1 through 5:
1. N 0.56
2. N -0.51
3. N -0.18
4. N 0.03
5. C -0.70


It is i that is the most stable of them.


i | The following is a DFT calculation (ωB97M-V/def2-TZVPD) of a cluster of 2 separate species, C5H13NO in total.

Results
* SMILES string: CC(C)=C(C)N.O
* multiplicity: 1
* HOMO: -7.11 eV
* molar mass: 103.16 g/mol

Geometry as XYZ:
```
20
C5H13NO, DFT ωB97M-V/def2-TZVPD
O -3.029 1.300 1.480
N 1.685 1.148 0.503
C -0.763 -0.188 1.092
C 0.032 -0.424 -0.162
C 2.095 0.010 -1.621
C 1.238 0.153 -0.346
C -0.364 -1.746 -0.845
H 2.509 -1.019 -1.762
H 2.658 1.411 0.593
H -1.090 0.889 1.232
H -1.762 -0.639 0.959
H -1.241 -1.544 -1.495
H 0.893 1.780 0.908
H -3.513 0.984 2.261
H 2.927 0.724 -1.668
H -0.094 -0.483 1.898
H 0.501 -1.871 -1.574
H -0.467 -2.606 -0.163
H -3.801 1.847 1.263
H 1.587 0.275 -2.553
```

Results of the Mulliken charge analysis, in e, for atoms 1 through 5:
1. O -0.63
2. N -0.44
3. C -1.53
4. C 0.75
5. C -1.38


ii | The following is a DFT calculation (ωB97M-V/def2-TZVPD) of the molecule C5H13NO.

Results
* SMILES string: CC(C)CNCO
* multiplicity: 1
* HOMO: -9.03 eV
* molar mass: 103.16 g/mol

Geometry as XYZ:
```
20
C5H13NO, DFT ωB97M-V/def2-TZVPD
O -3.356 0.929 1.188
N -1.252 0.189 0.475
C 2.448 -0.345 -0.232
C 0.483 -1.246 -1.523
C 0.155 0.513 0.294
C 0.961 -0.679 -0.172
C -2.004 1.275 1.031
H 0.825 -0.610 -2.350
H 2.657 0.513 -0.874
H 0.807 -1.505 0.533
H -1.686 1.564 2.050
H -1.392 -0.654 1.018
H 0.196 1.360 -0.399
H -0.600 -1.291 -1.569
H 0.597 0.854 1.242
H -3.717 0.613 0.356
H -1.869 2.147 0.378
H 2.847 -0.146 0.761
H 0.878 -2.249 -1.678
H 3.022 -1.232 -0.531
```

Results of the Mulliken charge analysis, in e, for atoms 1 through 5:
1. O -0.55
2. N -0.16
3. C -1.56
4. C -1.44
5. C -0.97


iii | The following is a DFT calculation (ωB97M-V/def2-TZVPD) of a cluster of 2 separate species, C5H13NO in total.

Results
* SMILES string: CC(C)=C(C)N.O
* multiplicity: 1
* HOMO: -7.12 eV
* molar mass: 103.16 g/mol

Geometry as XYZ:
```
20
C5H13NO, DFT ωB97M-V/def2-TZVPD
O 5.870 1.618 -0.281
N -0.389 1.333 0.228
C -1.564 -0.770 0.416
C -0.840 -1.305 1.637
C -1.019 0.201 -0.374
C -2.938 -1.375 0.176
C -0.805 -0.052 -1.839
H 0.576 1.578 0.035
H -0.111 -2.080 1.430
H -2.750 -2.447 0.260
H 0.187 -0.476 -2.037
H -3.171 -1.076 -0.847
H 6.133 2.429 -0.737
H -1.610 -1.792 2.286
H -1.501 -0.826 -2.190
H -0.262 -0.618 2.256
H -3.673 -0.905 0.807
H 6.231 1.804 0.594
H -0.408 1.060 1.209
H -0.881 0.833 -2.492
```

Results of the Mulliken charge analysis, in e, for atoms 1 through 5:
1. O -0.64
2. N -0.54
3. C 0.36
4. C -1.28
5. C 0.49


It is ii that is the most stable of them.


i | The following is a DFT calculation (ωB97M-V/def2-TZVPD) of a cluster of 2 separate species, C5H13NO in total.

Results
* SMILES string: CC/C=C(/C)N.O
* multiplicity: 1
* HOMO: -8.25 eV
* molar mass: 103.16 g/mol

Geometry as XYZ:
```
20
C5H13NO, DFT ωB97M-V/def2-TZVPD
O -1.004 2.586 -2.492
N 1.651 -0.603 -0.833
C -0.610 1.182 1.893
C -0.026 -1.043 0.883
C 0.432 -1.164 -0.358
C -0.221 -2.046 -1.390
C 0.329 -0.010 1.906
H -0.997 -2.634 -0.907
H -1.617 0.975 2.240
H 0.503 -2.775 -1.764
H -0.628 1.633 0.896
H -0.679 -1.404 -2.131
H -0.274 2.035 2.475
H 1.378 0.294 1.833
H 1.477 -0.294 -1.774
H 1.944 0.154 -0.239
H -0.170 3.037 -2.685
H -0.927 2.251 -1.592
H 0.278 -0.459 2.906
H -0.840 -1.715 1.131
```

Results of the Mulliken charge analysis, in e, for atoms 1 through 5:
1. O -0.67
2. N -0.55
3. C -0.69
4. C -0.30
5. C 0.53


ii | The following is a DFT calculation (ωB97M-V/def2-TZVPD) of the molecule C5H13NO.

Results
* SMILES string: CCNC[C@H](C)O
* multiplicity: 1
* HOMO: -9.16 eV
* molar mass: 103.16 g/mol

Geometry as XYZ:
```
20
C5H13NO, DFT ωB97M-V/def2-TZVPD
O -0.314 1.710 1.149
N -0.291 -0.177 -0.878
C -2.196 0.244 1.551
C -0.685 0.405 1.479
C 2.073 -0.637 -1.623
C 0.968 0.399 -1.399
C -0.115 -0.694 0.508
H -2.558 -0.746 1.838
H 0.714 1.001 -2.291
H 2.448 -1.090 -0.715
H 2.897 -0.074 -2.117
H -0.829 -1.531 0.692
H -0.428 1.858 0.208
H -0.216 0.167 2.453
H -2.444 1.128 2.177
H 1.938 -1.444 -2.344
H 1.333 1.057 -0.595
H 0.880 -1.119 0.731
H -2.643 0.540 0.598
H -0.532 -0.996 -1.421
```

Results of the Mulliken charge analysis, in e, for atoms 1 through 5:
1. O -0.60
2. N -0.48
3. C -1.30
4. C 0.31
5. C -1.19


It is i that is the most stable of them.


i | The following is a DFT calculation (ωB97M-V/def2-TZVPD) of the molecule C2H6N2O3.

Results
* SMILES string: CN(O)C(=O)ON
* multiplicity: 1
* HOMO: -9.29 eV
* molar mass: 106.08 g/mol

Geometry as XYZ:
```
13
C2H6N2O3, DFT ωB97M-V/def2-TZVPD
O -0.571 1.784 1.408
O -0.802 -0.980 1.445
O 0.159 -1.216 -0.776
N 0.065 -2.601 -0.557
N 0.099 0.835 0.311
C -0.379 -0.380 0.487
C 0.330 1.597 -0.898
H -0.620 1.999 -1.254
H -0.566 -2.746 0.239
H 1.000 -2.914 -0.298
H 1.003 2.422 -0.660
H 0.771 0.956 -1.663
H -0.489 1.244 2.217
```

Results of the Mulliken charge analysis, in e, for atoms 1 through 5:
1. O -0.45
2. O -0.58
3. O -0.29
4. N -0.45
5. N 0.08


ii | The following is a DFT calculation (ωB97M-V/def2-TZVPD) of the molecule C2H6N2O3.

Results
* SMILES string: CN(O)OC(N)=O
* multiplicity: 1
* HOMO: -9.68 eV
* molar mass: 106.08 g/mol

Geometry as XYZ:
```
13
C2H6N2O3, DFT ωB97M-V/def2-TZVPD
O -1.606 -0.390 -0.006
O 0.462 0.364 0.793
O 0.680 1.222 -1.421
N -1.401 0.552 2.024
N 1.136 0.204 -0.497
C 0.874 -1.101 -1.100
C -0.888 0.123 0.836
H -0.844 1.139 2.625
H 1.506 1.720 -1.560
H 1.660 -1.317 -1.831
H 0.904 -1.899 -0.351
H -2.405 0.529 2.128
H -0.078 -1.147 -1.639
```

Results of the Mulliken charge analysis, in e, for atoms 1 through 5:
1. O -0.56
2. O -0.30
3. O -0.41
4. N -0.40
5. N 0.02


iii | The following is a DFT calculation (ωB97M-V/def2-TZVPD) of a cluster of 2 separate species, C2H6N2O3 in total.

Results
* multiplicity: 1
* HOMO (alpha / beta): -9.66 / -9.96 eV
* molar mass: 106.08 g/mol

Geometry as XYZ:
```
13
C2H6N2O3, DFT ωB97M-V/def2-TZVPD
O -1.933 0.273 1.140
O -0.187 1.188 -0.068
O 0.149 -0.217 1.684
N -0.676 -1.089 -0.227
N 1.243 -1.179 -1.018
C -0.695 -0.027 0.679
C 1.515 -0.182 -1.683
H -2.016 0.379 2.080
H 2.589 -0.037 -1.954
H 0.536 -1.124 1.518
H 0.976 0.714 -1.580
H -0.307 2.048 0.425
H -1.193 -0.746 -0.995
```

Results of the Mulliken charge analysis, in e, for atoms 1 through 5:
1. O -0.51
2. O -0.55
3. O -0.58
4. N -0.74
5. N -0.24


It is ii that is the most stable of them.